# 1
A cluster of 4 separate species, C3H14N2O3 in total in a non-equilibrium geometry, computed with ωB97M-V/def2-TZVPD.

The calculation puts the frontier orbital gap (spin up / spin down) at 10.75 / 6.18 eV. The spin multiplicity is 2. Its lowest unoccupied orbital energy (spin up / spin down) is -4.31 / -8.86 eV. The energy above the lowest of the compared OMol25 structures with the same formula, charge and spin is 266.8 kJ/mol. Its total charge is +1. The calculation puts the total energy at -12451.4175 eV. As for the HOMO energy (spin up / spin down): -0.55335 / -0.55285 hartree.

CARTESIAN COORDINATES (ANGSTROEM)
C -0.17 2.35 0.67
C 0.10 0.98 1.28
N -0.75 -1.76 0.61
C -1.50 -0.82 1.30
N -1.16 0.40 1.58
H -0.63 3.13 1.23
H -0.65 2.34 -0.30
H 0.85 2.78 0.65
H 0.76 1.11 2.14
H 0.76 0.37 0.62
H -1.09 -2.66 0.91
H 0.27 -1.73 0.78
H -2.45 -1.23 1.65
H 1.46 0.94 -1.61
H 0.44 -0.11 -2.05
O 1.36 0.18 -2.19
H 2.96 -1.61 -0.31
H 1.85 -0.70 -0.73
O 2.17 -1.19 0.06
H -1.94 -0.42 -2.55
H -1.49 -1.43 -1.50
O -1.17 -0.93 -2.25

# 2
A structure of composition C19H18Br4CrN2O3Si in a non-equilibrium geometry, computed with ωB97M-V/def2-TZVPD.

The calculation puts the frontier orbital gap (spin up / spin down) at 6.71 / 6.82 eV. The spin multiplicity is 4. Its lowest unoccupied orbital energy (spin up / spin down) is 2.40 / 2.41 eV. Its total charge is -1. The calculation puts the total energy at -345592.3122 eV. As for the HOMO energy (spin up / spin down): -0.15827 / -0.16216 hartree.

CARTESIAN COORDINATES (ANGSTROEM)
Cr -0.71 0.38 0.26
Br -6.03 -3.82 2.03
C -4.99 -2.36 1.42
C -5.57 -1.36 0.65
Br -7.42 -1.42 0.23
C -4.77 -0.31 0.17
Br -5.49 1.07 -0.91
C -3.41 -0.25 0.45
O -2.60 0.67 -0.02
C -2.81 -1.25 1.29
O -1.55 -1.12 1.54
C -3.63 -2.30 1.73
Br -2.77 -3.63 2.76
O 1.04 0.17 0.92
C 1.98 -0.69 0.74
C 3.21 -0.55 1.42
C 4.25 -1.43 1.24
C 4.11 -2.51 0.37
C 2.93 -2.68 -0.31
C 1.85 -1.80 -0.14
C 0.60 -2.01 -0.85
N -0.41 -1.16 -0.97
C -1.40 -1.78 -1.70
C -0.99 -3.02 -2.04
N 0.27 -3.16 -1.49
H 3.31 0.31 2.07
H 5.18 -1.28 1.77
H 4.93 -3.21 0.21
H 2.84 -3.50 -1.01
H -2.33 -1.28 -1.92
H -1.46 -3.81 -2.59
H 0.83 -3.99 -1.51
C 1.17 4.86 -1.11
Si 1.19 3.12 -0.34
C 1.19 3.39 1.54
C 2.80 2.36 -1.00
C -0.30 2.11 -0.83
H 2.17 5.31 -1.10
H 0.49 5.54 -0.58
H 0.83 4.82 -2.15
H 0.30 3.94 1.84
H 2.05 3.96 1.89
H 1.19 2.43 2.06
H 3.68 2.74 -0.47
H 2.92 2.61 -2.06
H 2.79 1.27 -0.91
H -0.25 1.89 -1.91
H -1.20 2.73 -0.71

# 3
A structure of composition C36H29Br2ClN2O6P2Ti in a non-equilibrium geometry, computed with ωB97M-V/def2-TZVPD.

The calculation puts the frontier orbital gap (spin up / spin down) at 5.78 / 8.07 eV. The spin multiplicity is 3. Its lowest unoccupied orbital energy (spin up / spin down) is 0.03 / 0.09 eV. The energy above the lowest of the compared OMol25 structures with the same formula, charge and spin is 556.0 kJ/mol. The calculation puts the total energy at -247362.8096 eV. As for the HOMO energy (spin up / spin down): -0.21099 / -0.29336 hartree.

CARTESIAN COORDINATES (ANGSTROEM)
Ti 0.60 1.25 -0.56
N -1.56 -1.32 -0.19
P 0.13 -1.40 -0.32
C 0.71 -2.14 1.23
C 0.03 -3.21 1.81
C 0.47 -3.75 3.01
C 1.61 -3.24 3.62
C 2.30 -2.18 3.04
C 1.85 -1.63 1.85
C 0.47 -2.76 -1.49
C -0.49 -3.20 -2.39
C -0.19 -4.21 -3.29
C 1.07 -4.79 -3.29
C 2.04 -4.35 -2.40
C 1.74 -3.34 -1.50
P -2.22 0.11 -0.94
C -3.82 -0.53 -1.52
C -3.88 -1.05 -2.82
C -5.05 -1.59 -3.30
C -6.19 -1.61 -2.50
C -6.15 -1.08 -1.22
C -4.97 -0.54 -0.73
C -2.60 1.15 0.49
C -3.05 2.39 0.29
C -3.21 3.36 1.38
C -2.98 3.02 2.65
C -2.58 1.63 3.04
C -2.17 0.72 1.86
H -2.13 -2.15 -0.16
H -0.85 -3.62 1.34
H -0.06 -4.58 3.46
H 1.96 -3.66 4.55
H 3.18 -1.78 3.52
H 2.37 -0.79 1.41
H -1.47 -2.75 -2.41
H -0.94 -4.55 -3.99
H 1.30 -5.58 -3.99
H 3.02 -4.79 -2.40
H 2.50 -3.00 -0.80
H -3.00 -0.99 -3.45
H -5.09 -1.99 -4.31
H -7.11 -2.03 -2.88
H -7.04 -1.08 -0.60
H -4.94 -0.11 0.26
H -3.29 2.73 -0.72
H -3.51 4.37 1.13
H -3.10 3.75 3.44
H -3.33 1.21 3.71
H -2.46 -0.32 2.03
O -1.26 2.26 -3.75
Cl -0.11 2.41 -2.93
O 0.78 3.41 -3.40
O -0.54 2.72 -1.52
O 0.59 1.12 -2.74
Br 4.04 4.89 -0.62
C 4.98 3.27 -0.89
C 6.36 3.39 -1.06
C 7.13 2.26 -1.25
C 6.55 1.00 -1.26
C 5.18 0.89 -1.08
C 4.38 2.02 -0.90
C 2.92 1.77 -0.73
O 2.05 2.67 -0.76
O 2.50 0.57 -0.56
H 6.81 4.37 -1.05
H 8.20 2.36 -1.38
H 7.15 0.11 -1.40
H 4.70 -0.08 -1.09
Br -0.82 3.44 5.70
C -0.40 2.72 4.00
C 0.48 3.33 3.17
C 0.76 2.81 1.89
N 0.21 1.68 1.35
C -0.65 0.88 2.24
C -1.12 1.50 3.59
H 0.99 4.23 3.46
H 1.44 3.36 1.26
H -0.16 -0.08 2.39
H -1.09 0.75 4.38

# 4
A cluster of 2 separate species, C9H13OPS2 in total in a non-equilibrium geometry, computed with ωB97M-V/def2-TZVPD.

The calculation puts the frontier orbital gap (spin up / spin down) at 6.27 / 6.29 eV. Its lowest unoccupied orbital energy (spin up / spin down) is -1.63 / -1.62 eV. The energy above the lowest of the compared OMol25 structures with the same formula, charge and spin is 0.0 kJ/mol. The calculation puts the total energy at -42549.0182 eV. As for the HOMO energy (spin up / spin down): -0.29030 / -0.29073 hartree.

CARTESIAN COORDINATES (ANGSTROEM)
C 3.33 2.03 -0.81
C 2.16 2.67 -0.55
C 3.72 0.85 -0.13
C 1.28 2.11 0.42
C 2.81 0.31 0.77
C 1.60 0.90 0.97
C -1.42 -2.62 -0.12
C -4.02 1.36 1.12
C -1.42 -1.22 -0.83
O -3.11 0.24 0.73
P -1.70 0.49 0.00
S -1.84 2.09 -1.10
S 0.45 0.19 2.01
H 4.01 2.58 -1.53
H 1.88 3.63 -0.98
H 4.72 0.51 -0.30
H 0.37 2.46 0.81
H 3.06 -0.55 1.31
H -0.84 -3.35 -0.64
H -1.04 -2.71 0.96
H -2.44 -2.97 0.03
H -5.04 0.97 1.25
H -3.92 2.02 0.19
H -3.66 1.84 1.97
H -2.14 -1.34 -1.63
H -0.41 -1.10 -1.14

# 5
An isolated molecule of C4H8S in a non-equilibrium geometry, computed with ωB97M-V/def2-TZVPD.

The calculation puts the frontier orbital gap at 9.88 eV. Its lowest unoccupied orbital energy is 0.92 eV. The energy above the lowest of the compared OMol25 structures with the same formula, charge and spin is 114.9 kJ/mol. Its SMILES is SCC1CC1. The calculation puts the total energy at -15111.1949 eV. As for the HOMO energy: -0.32922 hartree.

CARTESIAN COORDINATES (ANGSTROEM)
S 0.81 1.87 -0.05
C 0.25 0.57 -1.18
C -0.39 -0.47 -0.35
C -0.73 -0.36 1.19
C 0.42 -1.15 0.83
H 0.44 2.83 -0.90
H -0.50 0.95 -2.00
H 1.07 0.20 -1.73
H -0.93 -1.12 -0.97
H -0.62 0.57 1.76
H -1.60 -0.97 1.54
H 1.36 -0.72 1.03
H 0.43 -2.18 0.82

# 6
A cluster of 2 separate species, H3S3 in total, computed with ωB97M-V/def2-TZVPD.

The calculation puts the frontier orbital gap at 6.36 eV. Its lowest unoccupied orbital energy is 3.57 eV. The energy above the lowest of the compared OMol25 structures with the same formula, charge and spin is 8.9 kJ/mol. Its total charge is -1. The calculation puts the total energy at -32555.7462 eV. As for the HOMO energy: -0.10258 hartree.

CARTESIAN COORDINATES (ANGSTROEM)
S -0.86 1.34 1.27
H -1.93 2.07 0.99
S 1.93 -0.65 -0.82
S -1.35 -0.36 0.14
H 1.62 -1.89 -1.23
H 0.59 -0.50 -0.35

# 7
An isolated molecule of C8H6N4 in a non-equilibrium geometry, computed with ωB97M-V/def2-TZVPD.

The calculation puts the frontier orbital gap (spin up / spin down) at 4.47 / 4.47 eV. Its lowest unoccupied orbital energy (spin up / spin down) is -2.50 / -2.50 eV. The energy above the lowest of the compared OMol25 structures with the same formula, charge and spin is 252.1 kJ/mol. The calculation puts the total energy at -14348.1695 eV. As for the HOMO energy (spin up / spin down): -0.25603 / -0.25592 hartree.

CARTESIAN COORDINATES (ANGSTROEM)
C 0.59 0.47 1.51
C 1.49 2.45 2.75
C -1.01 -1.37 -2.29
C -1.13 -1.66 -0.92
C -0.16 -0.34 -2.75
C 0.15 0.47 -0.62
C -0.39 -0.84 -0.18
C 0.93 1.16 2.76
N 0.85 1.09 0.41
N 1.82 3.55 2.80
N 0.47 0.53 -1.99
N -0.06 -0.85 1.13
H -1.82 -1.99 -2.83
H -1.52 -2.58 -0.68
H -0.16 0.04 -3.78
H -0.82 0.90 -0.67
H 1.24 0.55 3.54
H -0.45 -1.56 1.81

# 8
A cluster of 2 separate species, C3H9NO in total in a non-equilibrium geometry, computed with ωB97M-V/def2-TZVPD.

The calculation puts the frontier orbital gap at 9.19 eV. Its lowest unoccupied orbital energy is 1.02 eV. The energy above the lowest of the compared OMol25 structures with the same formula, charge and spin is 173.1 kJ/mol. Its SMILES is C/C=C/N.O. The calculation puts the total energy at -6793.2613 eV. As for the HOMO energy: -0.30011 hartree.

CARTESIAN COORDINATES (ANGSTROEM)
C 0.97 0.28 -2.09
C 1.81 -0.74 -1.30
C 1.23 -1.60 -0.40
N 1.99 -2.34 0.55
H 1.68 0.56 -2.85
H 0.00 -0.11 -2.48
H 0.63 1.06 -1.43
H 2.85 -0.75 -1.54
H 0.14 -1.67 -0.25
H 1.71 -1.92 1.44
H 2.98 -2.30 0.39
O -5.70 3.07 3.47
H -5.36 3.01 2.57
H -4.94 3.43 3.93

# 9
A cluster of 2 separate species, C3H4BrNO in total in a non-equilibrium geometry, computed with ωB97M-V/def2-TZVPD.

The calculation puts the frontier orbital gap at 9.36 eV. Its lowest unoccupied orbital energy is 0.86 eV. The energy above the lowest of the compared OMol25 structures with the same formula, charge and spin is 90.7 kJ/mol. The calculation puts the total energy at -76754.5799 eV. As for the HOMO energy: -0.31262 hartree.

CARTESIAN COORDINATES (ANGSTROEM)
C -0.76 0.86 -0.10
C 0.77 -2.09 -0.52
C 0.40 1.19 -0.64
N -0.91 0.01 1.05
O 1.67 -2.66 -0.14
Br 2.15 0.71 -0.08
H -1.72 1.16 -0.53
H -0.16 -0.48 1.37
H 0.28 1.92 -1.55
H -1.72 -0.62 1.14

# 10
A cluster of 6 separate species, H12O6 in total in a non-equilibrium geometry, computed with ωB97M-V/def2-TZVPD.

The calculation puts the frontier orbital gap at 9.98 eV. Its lowest unoccupied orbital energy is -0.11 eV. The energy above the lowest of the compared OMol25 structures with the same formula, charge and spin is 388.4 kJ/mol. Its SMILES is O.O.O.O.O.O. The calculation puts the total energy at -12477.0886 eV. As for the HOMO energy: -0.37101 hartree.

CARTESIAN COORDINATES (ANGSTROEM)
O -0.30 -0.06 -0.59
H 0.33 -0.34 0.07
H -1.08 0.18 -0.09
O -0.32 -1.68 1.96
H -0.04 -2.55 1.70
H 0.39 -1.10 1.67
O 1.04 0.03 1.19
H 1.72 -0.52 0.80
H 1.38 0.92 1.13
O -1.57 0.47 1.69
H -1.20 -0.28 2.16
H -2.43 0.17 1.39
O -0.13 2.14 -2.17
H 0.64 2.59 -1.83
H -0.12 1.28 -1.73
O 0.78 -0.72 -2.33
H 0.77 -0.33 -3.20
H 0.16 -0.20 -1.82

# 11
A cluster of 8 separate species, C28H67N2O8 in total in a non-equilibrium geometry, computed with ωB97M-V/def2-TZVPD.

The calculation puts the frontier orbital gap at 7.36 eV. Its lowest unoccupied orbital energy is -3.86 eV. Its total charge is +1. The calculation puts the total energy at -49469.8263 eV. As for the HOMO energy: -0.41236 hartree.

CARTESIAN COORDINATES (ANGSTROEM)
C -2.97 4.75 -5.68
C -2.41 3.26 -6.04
C -2.28 2.31 -4.77
N -1.07 2.63 -3.90
N -0.29 3.56 -4.43
C 0.84 3.97 -3.69
C 1.75 5.14 -4.35
O 2.31 4.74 -5.63
C 3.44 3.88 -5.38
C 1.11 3.33 -2.31
C 2.35 3.79 -1.39
C 3.78 3.62 -2.08
C 2.17 5.29 -0.77
C 0.68 5.88 -0.94
C 0.19 2.21 -1.73
C -1.01 1.88 -2.69
C -2.05 0.78 -2.19
H -3.58 5.19 -6.53
H -2.04 5.41 -5.54
H -3.56 4.74 -4.69
H -3.25 2.79 -6.70
H -1.49 3.29 -6.71
H -3.22 2.36 -4.13
H -2.20 1.22 -5.14
H 1.08 6.05 -4.59
H 2.53 5.52 -3.61
H 3.16 2.95 -4.78
H 4.19 4.47 -4.75
H 3.97 3.52 -6.32
H 2.34 3.09 -0.47
H 3.87 2.72 -2.77
H 4.16 4.59 -2.58
H 4.53 3.43 -1.22
H 2.89 5.97 -1.34
H 2.47 5.22 0.33
H 0.57 6.26 -2.01
H 0.58 6.75 -0.20
H -0.15 5.14 -0.67
H 0.35 1.70 -0.73
H -2.74 0.37 -2.99
H -2.58 1.17 -1.26
H -1.41 -0.11 -1.83
C 3.34 -0.45 -1.24
C 4.75 -0.06 -0.85
O 4.73 1.11 -0.04
H 2.86 0.37 -1.79
H 3.34 -1.34 -1.87
H 2.73 -0.63 -0.35
H 5.35 0.15 -1.73
H 5.24 -0.87 -0.28
H 4.20 0.92 0.75
C -0.46 -0.65 2.48
C 1.05 -0.63 2.56
O 1.55 0.61 2.06
H -0.80 -0.51 1.44
H -0.87 -1.59 2.86
H -0.89 0.17 3.06
H 1.47 -1.44 1.96
H 1.38 -0.75 3.59
H 1.17 1.31 2.60
C 0.92 -5.25 -0.27
C 0.63 -3.84 0.19
O 1.43 -3.52 1.32
H 0.71 -5.96 0.53
H 0.30 -5.51 -1.14
H 1.97 -5.37 -0.53
H -0.42 -3.73 0.47
H 0.85 -3.12 -0.61
H 2.36 -3.61 1.06
C -1.25 -4.62 4.26
C 0.16 -4.24 4.65
O 0.15 -3.07 5.45
H -1.72 -3.81 3.70
H -1.25 -5.52 3.63
H -1.86 -4.81 5.14
H 0.77 -4.04 3.76
H 0.64 -5.05 5.22
H -0.38 -3.26 6.24
C -1.85 5.30 2.81
C -1.81 4.03 1.98
O -1.32 2.95 2.77
H -0.85 5.54 3.19
H -2.21 6.14 2.21
H -2.50 5.18 3.68
H -1.14 4.15 1.13
H -2.80 3.77 1.61
H -1.92 2.84 3.52
C -4.76 -2.54 2.94
C -4.71 -3.81 2.12
O -4.22 -4.89 2.91
H -3.77 -2.29 3.32
H -5.13 -1.70 2.34
H -5.42 -2.66 3.81
H -4.04 -3.69 1.27
H -5.70 -4.07 1.74
H -4.82 -5.00 3.66
C -0.49 -9.89 3.55
C -0.05 -8.44 3.50
O -0.39 -7.78 4.71
H -1.57 -9.96 3.72
H -0.24 -10.41 2.62
H 0.00 -10.41 4.38
H -0.56 -7.92 2.68
H 1.03 -8.37 3.34
H 0.07 -8.24 5.43

# 12
A structure of composition C3H4LiNO6S3 in a non-equilibrium geometry, computed with ωB97M-V/def2-TZVPD.

The calculation puts the frontier orbital gap at 6.36 eV. Its lowest unoccupied orbital energy is -3.04 eV. The calculation puts the total energy at -49653.1855 eV. As for the HOMO energy: -0.34563 hartree.

CARTESIAN COORDINATES (ANGSTROEM)
C -4.20 -0.02 -0.42
C -3.06 0.23 -0.82
S -1.36 0.39 -1.51
O -1.41 0.82 -2.92
O -0.60 1.46 -0.77
N -0.67 -1.13 -1.30
S 0.99 -1.06 -1.22
O 1.62 0.01 -2.04
O 1.51 -2.34 -1.74
S 1.71 -0.98 0.80
C 1.22 0.63 1.59
O 3.17 -1.12 0.80
O 1.17 -2.09 1.62
H -5.02 -0.59 0.10
H 1.62 0.58 2.66
H 0.11 0.83 1.56
H 1.77 1.52 1.10
Li 1.32 2.85 2.40

# 13
An isolated molecule of C8H10ClP in a non-equilibrium geometry, computed with ωB97M-V/def2-TZVPD.

The calculation puts the frontier orbital gap at 9.92 eV. Its lowest unoccupied orbital energy is 0.86 eV. The energy above the lowest of the compared OMol25 structures with the same formula, charge and spin is 229.0 kJ/mol. Its SMILES is PC[C@H](Cl)c1ccccc1. The calculation puts the total energy at -30267.6466 eV. As for the HOMO energy: -0.33262 hartree.

CARTESIAN COORDINATES (ANGSTROEM)
P -3.65 -0.85 0.01
C -1.79 -0.91 -0.18
C -1.13 0.36 0.56
Cl -2.00 1.81 0.02
C 0.35 0.42 0.25
C 1.16 -0.01 1.29
C 2.51 -0.08 1.13
C 3.03 0.25 -0.11
C 2.21 0.69 -1.14
C 0.89 0.88 -0.91
H -3.79 -2.11 -0.55
H -3.95 0.13 -0.99
H -1.67 -0.85 -1.29
H -1.60 -1.71 0.43
H -1.42 0.43 1.68
H 0.75 -0.34 2.15
H 3.26 -0.37 1.80
H 4.04 0.09 -0.17
H 2.44 0.95 -2.19
H 0.37 1.24 -1.78